a.
ORCA calculation (ωB97M-V with the def2-TZVPD basis set) on 2 unconnected molecules or ions with the total composition C4H7O2P.

Last column: natural (NBO) charge in e.
Atoms and positions in Å:
1 C -1.065 -3.655 1.404  -0.22
2 C -0.513 -2.773 0.823  -0.03
3 C 1.469 2.895 -1.589  -0.93
4 C -0.155 -1.463 0.497  -0.17
5 O 2.138 1.239 0.407  -1.04
6 O -1.159 -0.508 0.740  -0.72
7 P 1.309 2.358 0.006  1.53
8 H -1.633 -4.503 1.715  0.24
9 H 1.055 3.824 -2.112  0.25
10 H 2.439 2.740 -1.858  0.22
11 H 0.263 -1.138 -0.447  0.23
12 H 0.698 -1.116 1.245  0.21
13 H -1.792 -0.745 1.359  0.47
14 H -0.002 2.240 0.553  -0.03

LUMO energy (spin up / spin down): -0.0218 / -0.0218 Eh
gap between HOMO and LUMO (spin up / spin down): 8.8 / 8.8 eV
HOMO (spin up / spin down): -0.34359 / -0.34362 Ha
spin multiplicity: 1

b.
ORCA calculation (ωB97M-V with the def2-TZVPD basis set) on a single C4H7O2P molecule.

Last column: natural (NBO) charge in e.
Atoms and positions in Å:
1 C 1.957 0.346 1.633  -0.34
2 C -1.193 1.330 -0.090  0.66
3 C 2.927 -0.479 0.966  -0.75
4 C -2.763 0.600 -1.782  -0.29
5 O -1.740 2.268 0.351  -0.54
6 O -1.474 0.364 -1.071  -0.53
7 P 0.437 0.786 1.062  0.49
8 H 2.429 -0.946 0.096  0.21
9 H 3.254 -1.257 1.657  0.24
10 H 3.802 0.122 0.636  0.25
11 H -2.531 0.365 -2.845  0.21
12 H -3.174 1.580 -1.574  0.21
13 H -3.677 -0.113 -1.449  0.19
14 H -0.125 1.614 2.060  -0.01

LUMO energy (spin up / spin down): -0.0012 / -0.0011 Eh
gap between HOMO and LUMO (spin up / spin down): 8.0 / 8.0 eV
HOMO (spin up / spin down): -0.29498 / -0.29493 Ha
spin multiplicity: 1

If we sort the structures by their calculated energies, the order from most to least stable is a, b.

a.
ORCA calculation (ωB97M-V with the def2-TZVPD basis set) on a single C2H8NO2PS molecule.

Last column: natural (NBO) charge in e.
Atoms and positions in Å:
1 C -1.670 0.302 -0.551  -0.24
2 C -0.456 0.785 0.232  -0.55
3 N -2.364 -0.876 0.143  -0.87
4 O 0.996 -0.914 -1.417  -0.94
5 O 0.870 -1.444 1.047  -0.93
6 P 2.835 0.806 0.037  0.02
7 S 1.010 -0.485 -0.049  1.85
8 H -2.264 1.250 -0.670  0.21
9 H -1.411 -0.142 -1.466  0.23
10 H -0.512 0.934 1.269  0.23
11 H 0.012 1.661 -0.229  0.22
12 H -2.703 -0.766 1.119  0.37
13 H -1.815 -1.761 0.082  0.38
14 H 3.895 0.206 -0.686  0.03
15 H 3.577 0.442 1.140  0.00

LUMO energy: 0.0075 Eh
gap between HOMO and LUMO: 9.5 eV
HOMO: -0.34252 Ha
spin multiplicity: 1

b.
ORCA calculation (ωB97M-V with the def2-TZVPD basis set) on a molecular structure, C2H8NO2PS.

Last column: natural (NBO) charge in e.
Atoms and positions in Å:
1 C -1.181 1.265 0.636  -0.45
2 C -1.158 -0.566 -0.870  -0.46
3 N -0.787 -0.131 0.533  -0.52
4 O 1.706 -0.781 -1.249  -1.00
5 O 1.781 -1.317 1.158  -0.99
6 P 1.409 -0.072 0.107  1.74
7 S 2.359 1.572 0.332  -0.53
8 H -1.989 1.323 1.405  0.20
9 H -0.364 1.780 1.021  0.22
10 H -1.522 1.646 -0.314  0.18
11 H -0.484 -0.286 -1.636  0.20
12 H -1.408 -1.536 -0.796  0.20
13 H -2.106 -0.083 -1.128  0.19
14 H 1.853 -1.720 -1.223  0.53
15 H 1.891 -1.096 2.023  0.50

LUMO energy: 0.0069 Eh
gap between HOMO and LUMO: 9.1 eV
HOMO: -0.32863 Ha
spin multiplicity: 1

If we sort the structures by their calculated energies, the order from most to least stable is b, a.

a.
ORCA calculation (ωB97M-V with the def2-TZVPD basis set) on 2 unconnected molecules or ions with the total composition C4H12NO2.

Last column: natural (NBO) charge in e.
Atoms and positions in Å:
1 O -1.075 2.240 -0.972  -0.76
2 C -1.624 1.392 -0.175  0.00
3 C -0.708 0.769 0.798  -0.31
4 N 0.419 0.033 0.020  -0.55
5 C 0.116 -1.387 -0.379  -0.21
6 C -0.921 -1.392 -1.514  -0.63
7 H -2.649 1.094 -0.403  0.13
8 H -0.164 1.467 1.428  0.18
9 H -1.185 0.032 1.449  0.19
10 H 1.275 0.002 0.599  0.43
11 H 0.660 0.560 -0.823  0.43
12 H -0.165 -1.942 0.511  0.21
13 H 1.064 -1.805 -0.719  0.20
14 H -1.900 -1.309 -1.058  0.23
15 H -0.811 -2.329 -2.064  0.21
16 H -0.780 -0.606 -2.250  0.23
17 H 2.545 1.469 2.441  0.48
18 H 3.276 1.025 1.236  0.48
19 O 2.629 0.688 1.875  -0.95

LUMO energy (spin up / spin down): 0.0074 / 0.0040 Eh
⟨S²⟩: 0.75
gap between HOMO and LUMO (spin up / spin down): 4.5 / 7.6 eV
HOMO (spin up / spin down): -0.15960 / -0.27412 Ha
spin multiplicity: 2

b.
ORCA calculation (ωB97M-V with the def2-TZVPD basis set) on 2 unconnected molecules or ions with the total composition C4H12NO2.

Last column: natural (NBO) charge in e.
Atoms and positions in Å:
1 C 0.087 0.556 -1.955  -0.63
2 C -0.344 -0.218 -0.702  -0.06
3 C -0.522 0.742 0.499  -0.45
4 C 0.842 1.022 1.182  -0.15
5 O 1.806 0.090 1.207  -0.32
6 N -1.502 -1.118 -0.813  -0.81
7 H 1.078 1.001 -1.844  0.21
8 H 0.055 -0.063 -2.849  0.21
9 H -0.575 1.420 -2.075  0.19
10 H 0.531 -0.831 -0.477  0.19
11 H -0.890 1.715 0.176  0.20
12 H -1.220 0.233 1.161  0.25
13 H 1.267 1.899 0.645  0.24
14 H 0.639 1.535 2.139  0.23
15 H -2.131 -0.662 -1.470  0.34
16 H -1.159 -1.945 -1.296  0.35
17 H 0.852 -1.083 1.894  0.46
18 H 0.870 -2.534 2.217  0.46
19 O 0.315 -1.756 2.360  -0.94

LUMO energy (spin up / spin down): 0.0330 / -0.0823 Eh
⟨S²⟩: 0.75
gap between HOMO and LUMO (spin up / spin down): 10.5 / 7.4 eV
HOMO (spin up / spin down): -0.35344 / -0.35296 Ha
spin multiplicity: 2

If we sort the structures by their calculated energies, the order from most to least stable is b, a.

a.
ORCA calculation (ωB97M-V with the def2-TZVPD basis set) on a single C6H7NO3 molecule.

Last column: natural (NBO) charge in e.
Atoms and positions in Å:
1 C 0.953 -1.327 -0.242  -0.12
2 C -0.358 -1.237 -0.572  -0.26
3 C 1.704 -0.159 0.421  -0.44
4 C 1.126 1.162 0.035  -0.45
5 C -0.328 1.234 0.092  0.09
6 C -1.153 0.024 -0.279  0.24
7 N -2.505 -0.260 0.259  0.53
8 O -2.872 0.562 1.039  -0.34
9 O -3.089 -1.279 -0.061  -0.36
10 O -0.900 1.091 -1.180  -0.44
11 H 1.546 -2.282 -0.377  0.22
12 H -0.823 -2.063 -1.048  0.23
13 H 1.742 -0.469 1.475  0.23
14 H 2.786 -0.207 0.067  0.22
15 H 1.625 1.990 0.579  0.22
16 H 1.255 1.246 -0.982  0.24
17 H -0.710 1.972 0.775  0.21

LUMO energy: -0.0010 Eh
gap between HOMO and LUMO: 9.9 eV
HOMO: -0.36429 Ha
spin multiplicity: 1

b.
ORCA calculation (ωB97M-V with the def2-TZVPD basis set) on a single C6H7NO3 molecule.

Last column: natural (NBO) charge in e.
Atoms and positions in Å:
1 C 1.116 -1.934 0.268  -0.09
2 C 1.585 -1.871 -0.980  -0.21
3 C -1.394 0.221 1.095  0.44
4 C 1.294 -0.525 -0.347  -0.02
5 C -0.791 1.055 -0.026  -0.53
6 C 0.209 0.335 -1.005  -0.42
7 N 2.405 0.272 0.417  0.53
8 O 2.309 1.472 0.513  -0.39
9 O -1.544 -0.979 1.016  -0.53
10 O 3.285 -0.399 0.909  -0.38
11 H 0.714 -2.327 1.184  0.26
12 H 2.250 -2.651 -1.381  0.26
13 H -1.693 0.814 2.027  0.12
14 H -0.239 1.828 0.527  0.24
15 H -1.655 1.532 -0.729  0.25
16 H 0.741 1.160 -1.765  0.24
17 H -0.339 -0.354 -1.660  0.23

LUMO energy: 0.0140 Eh
gap between HOMO and LUMO: 10.4 eV
HOMO: -0.36976 Ha
spin multiplicity: 1

If we sort the structures by their calculated energies, the order from most to least stable is a, b.